[1]
ORCA calculation (wB97M-V/def2-TZVPD) on a structure of composition C28H64LiN3O15 in a non-equilibrium geometry.

Its spin multiplicity is 2. As for the frontier orbital gap (spin up / spin down): 8.417 / 3.278 eV. The calculation puts the calculated total energy at -65450.7008 eV. The net charge is +1. As for the expectation value of S²: 0.759. The value obtained for the largest force on an atom is 9.6 eV/Å.

```
111
C28H64LiN3O15, DFT wB97M-V/def2-TZVPD
Li -4.9308 22.0448 -3.9926
C -2.0378 27.0810 -2.6928
C -3.2484 26.3024 -2.0930
N -4.5964 26.4571 -2.8574
C -4.3585 26.0260 -4.3584
C -5.4955 25.3842 -2.2326
C -5.8679 25.5608 -0.7990
C -5.1948 27.9385 -2.6214
C -6.6084 28.0974 -3.2427
O -7.5115 27.7819 -2.2511
C -8.7171 27.1477 -2.7117
H -2.2603 28.1299 -2.8887
H -1.7974 26.5226 -3.5976
H -1.1530 26.9265 -2.0752
H -3.2848 26.6563 -1.0627
H -2.9137 25.2689 -2.0033
H -5.3022 26.0006 -4.9032
H -3.9353 25.0262 -4.4560
H -3.7527 26.8532 -4.7283
H -5.1486 24.3571 -2.3467
H -6.3650 25.1833 -2.8586
H -5.0457 25.2083 -0.1762
H -6.8752 25.1552 -0.7050
H -5.9219 26.5638 -0.3758
H -4.4507 28.4756 -3.2095
H -5.1030 28.2192 -1.5722
H -6.6642 27.4047 -4.0825
H -6.7350 29.0873 -3.6811
H -8.7004 26.3712 -3.4765
H -9.2650 28.0211 -3.0656
H -9.2788 26.6644 -1.9124
C -0.3226 20.2901 -8.4003
C -1.7322 20.6182 -8.9987
N -2.7270 21.4935 -8.0787
C -2.7200 20.8903 -6.6586
C -2.2308 22.9889 -7.9448
C -3.2923 24.0260 -7.2987
C -4.1348 21.4116 -8.5813
C -4.5546 22.2463 -9.8330
O -5.8623 21.8769 -10.1550
C -6.9067 22.5114 -9.2943
H -0.0742 20.9978 -7.6094
H 0.4826 20.3121 -9.1347
H -0.1960 19.2833 -8.0024
H -2.1779 19.6428 -9.1935
H -1.4526 21.1299 -9.9196
H -1.7420 21.0512 -6.2052
H -2.6658 19.8017 -6.6727
H -3.5182 21.2392 -6.0034
H -1.8001 23.3956 -8.8597
H -1.3511 22.8658 -7.3131
H -2.8604 25.0247 -7.2343
H -3.6097 23.7685 -6.2883
H -4.1781 24.0650 -7.9327
H -4.6669 21.9478 -7.7955
H -4.4404 20.3658 -8.6116
H -3.8227 22.0813 -10.6237
H -4.3468 23.3162 -9.8494
H -7.8852 22.0313 -9.2850
H -7.1166 23.5147 -9.6650
H -6.6474 22.6923 -8.2512
C -9.7006 20.5622 0.0663
C -10.1057 20.4014 -1.4246
N -8.8947 20.6116 -2.3837
C -9.3951 20.2663 -3.8693
C -8.4619 22.0729 -2.3358
C -9.4103 23.2280 -2.7351
C -7.6993 19.6444 -2.0897
C -7.9955 18.1210 -1.8672
O -8.3318 17.7528 -3.1452
C -8.7655 16.3701 -3.0979
H -9.2347 21.5290 0.2571
H -9.0027 19.7923 0.3954
H -10.4589 20.3421 0.8176
H -10.8457 21.1303 -1.7548
H -10.5585 19.4265 -1.6054
H -8.5052 20.2351 -4.4980
H -10.1380 21.0223 -4.1237
H -9.8696 19.2878 -3.9437
H -7.6238 22.0988 -3.0322
H -8.0284 22.2235 -1.3472
H -8.8552 24.1519 -2.5724
H -10.3357 23.2724 -2.1608
H -9.7212 23.2826 -3.7784
H -7.1199 20.1094 -1.2921
H -6.9923 19.7385 -2.9139
H -8.8725 18.0813 -1.2211
H -7.0722 17.6458 -1.5360
H -8.0610 15.6836 -2.6283
H -8.7992 16.1093 -4.1557
H -9.7973 16.2730 -2.7601
O -5.7735 18.4999 -5.2470
C -5.9676 19.6572 -5.8045
O -5.6562 20.5579 -5.1049
O -6.2057 19.8384 -7.0063
H -5.4751 18.7114 -4.3594
O -8.0401 22.8450 -6.0350
C -7.3232 23.8540 -5.6074
O -6.1693 23.6631 -5.0791
O -7.7861 25.0049 -5.7484
H -7.5865 22.0065 -5.9222
O -3.7768 22.4550 -0.3322
C -4.8894 21.7577 -0.7166
O -5.2351 21.5763 -1.9317
O -5.6054 21.3528 0.2373
H -3.2375 22.8109 -1.0422
O -1.0571 22.5731 -4.6988
C -1.7547 22.8959 -3.7183
O -1.0694 23.4848 -2.8602
O -2.9869 22.6526 -3.7279
H -0.4604 23.1820 -4.2575
```

Atomic partial charges in e from the Mulliken method, atoms 1 to 8: 2.113 -1.313 -0.206 0.542 -0.879 0.870 -1.595 -0.805

[2]
ORCA calculation (wB97M-V/def2-TZVPD) on a cluster of 4 separate species, C28H64N5O10 in total in a non-equilibrium geometry.

Its spin multiplicity is 1. As for the frontier orbital gap: 7.020 eV. The calculation puts the calculated total energy at -57979.2975 eV. The net charge is +1. The value obtained for the largest force on an atom is 7.5 eV/Å.

```
107
C28H64N5O10, DFT wB97M-V/def2-TZVPD
C 3.6596 1.1212 -2.2059
C 2.1243 0.5303 -2.1627
C 1.2286 0.8864 -3.5080
C 0.1553 -0.3780 -3.6708
C -1.1476 0.0485 -4.6013
C -2.3747 0.7401 -3.7621
N -2.1620 2.1537 -3.2670
C -3.4824 2.4613 -2.5958
N -3.6093 3.7185 -2.0562
O -4.7880 4.0741 -1.4517
C -2.5164 4.7855 -2.0546
C -1.6563 4.6828 -0.6337
C -0.1455 5.2834 -0.8979
N 0.8958 4.6992 0.0505
N -4.4317 1.2860 -2.6833
N -3.7600 0.2619 -3.3876
H 4.2825 0.5074 -1.3946
H 4.1973 0.9605 -3.2415
H 3.6722 2.2473 -1.8470
H 1.5464 0.9772 -1.2251
H 2.1734 -0.6562 -2.1202
H 0.6846 1.9214 -3.4502
H 1.9506 0.8823 -4.4488
H -0.1385 -0.8721 -2.6503
H 0.7515 -1.2116 -4.2768
H -0.7391 0.8861 -5.3466
H -1.4983 -0.8830 -5.2165
H -5.0186 3.4076 -0.7350
H -3.0500 5.8477 -2.0669
H -1.8175 4.7570 -2.9931
H -1.5772 3.5682 -0.2665
H -2.2352 5.2974 0.2084
H -0.1793 6.4686 -0.8373
H 0.2028 5.0120 -1.9839
H 0.3641 4.2710 0.8565
H 1.3116 3.8926 -0.5025
H -5.4212 1.2654 -2.2974
H -4.1405 -0.6976 -3.6448
C -8.0399 -3.2989 2.5181
O -6.9279 -2.4362 2.6959
C -5.9655 -2.9727 3.6059
C -4.5884 -2.3528 3.3589
O -3.9089 -2.9183 2.2297
C -4.4191 -2.5449 0.9431
C -4.0812 -1.1041 0.5560
O -4.9560 -0.1902 1.2199
C -4.3672 1.0886 1.3970
H -8.5760 -3.4296 3.4629
H -8.7092 -2.8456 1.7835
H -7.7131 -4.2701 2.1317
H -5.8977 -4.0604 3.4923
H -6.3002 -2.7333 4.6183
H -3.9557 -2.5844 4.2227
H -4.6351 -1.2649 3.2873
H -5.4897 -2.7498 0.8675
H -3.9221 -3.2114 0.2291
H -4.2216 -0.9683 -0.5201
H -3.0351 -0.8952 0.8158
H -3.4581 1.0080 2.0016
H -5.0786 1.7224 1.9332
H -4.1409 1.5442 0.4300
C 0.3501 -9.0856 -0.2852
O 0.1464 -8.4284 0.9553
C 1.3228 -7.7587 1.4137
C 0.9575 -6.6389 2.3905
O 0.4779 -5.4550 1.7385
C -0.8414 -5.5387 1.1842
C -1.9428 -5.5254 2.2457
O -2.0661 -6.8124 2.8538
C -2.5862 -6.7389 4.1719
H 1.1075 -9.8685 -0.1821
H -0.5961 -9.5374 -0.5913
H 0.6520 -8.3667 -1.0544
H 1.8745 -7.3344 0.5675
H 1.9471 -8.4991 1.9200
H 1.8730 -6.3329 2.9086
H 0.2602 -6.9763 3.1591
H -0.9331 -6.3925 0.5085
H -0.9554 -4.6392 0.5686
H -2.9034 -5.2910 1.7782
H -1.7094 -4.7626 3.0001
H -1.9274 -6.1385 4.8075
H -2.6257 -7.7516 4.5820
H -3.5940 -6.3169 4.1641
C 10.0939 4.9737 0.3678
O 8.7778 5.4700 0.1841
C 8.5386 5.8873 -1.1616
C 7.0399 5.8731 -1.4703
O 6.5303 4.5590 -1.7350
C 6.4063 3.6967 -0.5965
C 5.2433 4.0753 0.3221
O 5.5985 5.1880 1.1450
C 4.4673 5.9432 1.5492
H 10.8289 5.7606 0.1736
H 10.1904 4.6376 1.4027
H 10.2752 4.1168 -0.2897
H 9.0585 5.2265 -1.8641
H 8.9256 6.9041 -1.2649
H 6.8822 6.4363 -2.3967
H 6.4568 6.3740 -0.6958
H 7.3510 3.6213 -0.0527
H 6.2016 2.7014 -1.0071
H 5.0098 3.2384 0.9864
H 4.3619 4.3123 -0.2884
H 3.9414 6.3382 0.6740
H 4.8157 6.7888 2.1483
H 3.7929 5.3312 2.1530
```

Atomic partial charges in e from the Mulliken method, atoms 1 to 8: -0.774 -0.445 -0.296 -0.668 -0.648 0.179 -0.238 0.117

[3]
ORCA calculation (wB97M-V/def2-TZVPD) on a cluster of 4 separate species, C28H65BFN5O3S in total in a non-equilibrium geometry.

The structure (SMILES) is CC[C@H](F)[C@]1(B(N)O)C(=O)O[C@H](CCCS)[C@@H]1N.CCN(CC)CC.CCN(CC)CC.CCN(CC)CC. Its spin multiplicity is 1. As for the frontier orbital gap: 8.172 eV. The calculation puts the calculated total energy at -57911.2207 eV. The net charge is 0. The value obtained for the largest force on an atom is 4.4 eV/Å.

```
104
C28H65BFN5O3S, DFT wB97M-V/def2-TZVPD
C 3.2475 2.2245 2.8840
C 2.8209 3.7396 3.1943
C 1.3342 3.9271 3.7530
F 0.8258 2.7287 4.3693
C 0.3043 4.5591 2.6674
B 0.6837 6.0887 2.2485
N 0.0211 6.8938 1.1868
O 1.7651 6.7232 2.9924
C -1.1155 4.8054 3.4301
O -1.3278 5.3354 4.5339
O -2.2148 4.3552 2.6110
C -1.8027 3.1692 1.8679
C -2.1005 1.9487 2.8577
C -3.5957 2.0043 3.4985
C -4.7482 1.6056 2.4646
S -5.2776 3.0288 1.3488
C -0.2558 3.5470 1.5647
N 0.6144 2.4534 1.0358
H 3.0332 2.0272 1.7858
H 2.8256 1.4498 3.5984
H 4.3954 2.1676 2.9985
H 3.5313 4.1226 4.0180
H 3.0646 4.3559 2.2678
H 1.3802 4.7150 4.5916
H -0.7077 7.5208 1.5468
H -0.3028 6.3290 0.3936
H 1.4066 7.3984 3.6103
H -2.3828 2.8922 0.9221
H -1.3974 1.8935 3.7646
H -2.0172 0.9127 2.3530
H -3.5870 1.1805 4.3093
H -3.7840 2.9794 4.0651
H -5.6771 1.3104 3.0788
H -4.4584 0.6804 1.8610
H -4.7242 2.6691 0.1246
H -0.3956 4.1999 0.6188
H 0.7920 2.6766 0.0393
H 0.1190 1.5418 1.0584
C 1.7893 -3.8770 2.8748
C 1.4702 -3.0150 4.0898
N 1.3157 -1.6008 3.7732
C 1.3144 -0.7379 4.9524
C 0.1711 -0.9046 5.9516
C 0.3204 -1.2755 2.7587
C -1.1182 -1.7309 3.0000
H 2.6624 -3.4952 2.3387
H 2.0121 -4.8993 3.1919
H 0.9473 -3.9279 2.1790
H 2.3037 -3.1305 4.7913
H 0.5822 -3.4208 4.5909
H 1.3548 0.3096 4.6344
H 2.2570 -0.9009 5.4891
H -0.7620 -0.4864 5.5710
H 0.4075 -0.3627 6.8721
H 0.0043 -1.9486 6.2240
H 0.6540 -1.6987 1.8049
H 0.3226 -0.1924 2.5841
H -1.1792 -2.7709 3.3279
H -1.6872 -1.6524 2.0677
H -1.6242 -1.1032 3.7344
C 3.6625 -3.9891 -2.0565
C 2.3059 -4.2696 -1.4210
N 1.1990 -3.5817 -2.0744
C -0.0358 -3.6024 -1.2946
C -0.6897 -4.9587 -1.0372
C 1.0409 -3.8271 -3.5035
C 0.8608 -5.2729 -3.9631
H 3.8532 -2.9147 -2.1217
H 4.4554 -4.4335 -1.4492
H 3.7405 -4.4186 -3.0586
H 2.3661 -3.9301 -0.3809
H 2.1472 -5.3548 -1.3869
H -0.7713 -2.9392 -1.7642
H 0.1733 -3.1397 -0.3219
H -1.1781 -5.3477 -1.9314
H -1.4669 -4.8516 -0.2742
H 0.0219 -5.7018 -0.6725
H 1.9142 -3.4144 -4.0192
H 0.2022 -3.2305 -3.8823
H 1.5790 -5.9519 -3.4987
H 1.0124 -5.3331 -5.0452
H -0.1460 -5.6405 -3.7636
C -0.2437 1.8401 -4.2009
C -0.2431 0.4718 -4.8724
N -1.4978 0.1490 -5.5413
C -1.6089 -1.2584 -5.9142
C -0.6194 -1.8000 -6.9445
C -1.9550 1.1019 -6.5474
C -1.0173 1.4123 -7.7131
H -1.0908 1.9440 -3.5175
H 0.6734 1.9680 -3.6194
H -0.2824 2.6530 -4.9305
H -0.0632 -0.2691 -4.0853
H 0.6114 0.4128 -5.5582
H -2.6278 -1.4612 -6.2628
H -1.5048 -1.8569 -5.0007
H -0.8550 -1.4538 -7.9515
H -0.6743 -2.8928 -6.9652
H 0.4129 -1.5318 -6.7118
H -2.1905 2.0444 -6.0424
H -2.9186 0.7682 -6.9500
H 0.0063 1.6070 -7.3859
H -1.3665 2.3096 -8.2329
H -1.0013 0.6069 -8.4475
```

Atomic partial charges in e from the Mulliken method, atoms 1 to 8: -0.622 -0.537 0.119 -0.360 0.786 0.699 -0.556 -0.623

[4]
ORCA calculation (wB97M-V/def2-TZVPD) on a cluster of 3 separate species, C28H65N7O8P2 in total in a non-equilibrium geometry.

The structure (SMILES) is CCOC(=O)CCC[C@]1(CCCN)OC(=O)O[C@@H]1CCCCO.CN(C)P(=O)(N(C)C)N(C)C.CN(C)P(=O)(N(C)C)N(C)C. Its spin multiplicity is 1. As for the frontier orbital gap: 8.539 eV. The calculation puts the calculated total energy at -75476.7219 eV. The net charge is 0. The value obtained for the largest force on an atom is 5.8 eV/Å.

```
110
C28H65N7O8P2, DFT wB97M-V/def2-TZVPD
C 5.6558 -1.1072 -0.5117
C 4.4598 -0.2993 -1.0107
O 3.7914 -1.0074 -2.0695
C 2.7590 -0.3435 -2.5989
O 2.5884 0.8470 -2.4568
C 1.7678 -1.1923 -3.3481
C 0.6915 -1.6112 -2.3340
C -0.6029 -2.0664 -3.0018
C -1.6810 -2.5599 -2.0454
C -1.1287 -3.1922 -0.7501
C -0.2709 -4.4430 -1.0255
C -0.9645 -5.7430 -0.5597
N -0.4545 -6.9397 -1.2213
O -2.3754 -3.6742 -2.6785
C -3.5640 -3.8063 -2.0416
O -4.2698 -4.7594 -2.0781
O -3.7989 -2.6866 -1.3294
C -2.8828 -1.6548 -1.7631
C -3.5992 -1.0148 -2.9770
C -4.1682 0.3878 -2.6823
C -4.9362 0.5117 -1.3624
C -6.2266 -0.3046 -1.2619
O -6.0630 -1.4327 -0.4048
H 5.9836 -1.8490 -1.2359
H 6.4942 -0.4248 -0.3709
H 5.4780 -1.5514 0.4637
H 3.7570 -0.1833 -0.1871
H 4.8037 0.6823 -1.3193
H 1.3761 -0.6601 -4.2082
H 2.3113 -2.0885 -3.6550
H 1.1273 -2.3513 -1.6684
H 0.4606 -0.7351 -1.7182
H -0.9467 -1.2661 -3.6547
H -0.3502 -2.9002 -3.6607
H -0.5347 -2.4386 -0.2286
H -1.9330 -3.4673 -0.0688
H 0.6638 -4.3693 -0.4648
H -0.0240 -4.5150 -2.0841
H -0.7996 -5.8139 0.5152
H -2.0320 -5.6612 -0.7556
H -0.6777 -6.8923 -2.2082
H 0.5560 -6.9668 -1.1514
H -2.6826 -0.8816 -1.0292
H -2.8701 -0.9007 -3.7815
H -4.3600 -1.6812 -3.3755
H -4.8117 0.6753 -3.5149
H -3.3375 1.0976 -2.6693
H -4.2813 0.3173 -0.5154
H -5.2344 1.5592 -1.2712
H -6.6328 -0.6053 -2.2311
H -6.9864 0.3381 -0.8092
H -6.7609 -1.4043 0.2524
O 4.1885 4.1924 0.4955
P 4.0666 5.2411 -0.5680
N 4.1964 6.6724 0.3557
C 3.3657 7.8518 0.3765
C 5.5403 6.9388 0.8315
N 2.4449 4.8844 -1.1210
C 1.2829 5.5233 -0.5279
C 2.2184 3.4415 -1.2304
N 4.5397 5.9404 -2.1028
C 3.5858 6.6558 -2.9164
C 5.3371 5.0263 -2.9338
H 3.6795 8.6117 -0.3572
H 3.4120 8.3127 1.3673
H 2.3174 7.6267 0.2129
H 6.1526 7.4407 0.0663
H 6.0409 6.0081 1.1070
H 5.5169 7.5634 1.7256
H 1.2796 5.4812 0.5706
H 0.3738 5.0371 -0.8864
H 1.1898 6.5630 -0.8476
H 1.9854 2.9881 -0.2591
H 3.0952 2.9389 -1.6264
H 1.3941 3.2416 -1.9162
H 2.8494 5.9966 -3.3889
H 4.1406 7.1758 -3.7015
H 3.0565 7.4229 -2.3530
H 4.7243 4.2238 -3.3689
H 6.1249 4.5614 -2.3358
H 5.8254 5.5684 -3.7454
O -1.6043 -4.4009 3.2223
P -2.0578 -3.1378 3.8883
N -2.8711 -2.3560 2.6115
C -2.7512 -1.0123 2.1050
C -4.1593 -2.9452 2.2827
N -0.4837 -2.4568 4.2619
C 0.2023 -1.5826 3.3258
C 0.4450 -3.4707 4.7581
N -2.8474 -2.2829 5.1962
C -2.4008 -0.9701 5.5981
C -3.0899 -3.1250 6.3770
H -3.4230 -0.2996 2.6112
H -3.0069 -1.0048 1.0423
H -1.7366 -0.6305 2.1632
H -4.9561 -2.5702 2.9447
H -4.1253 -4.0327 2.3803
H -4.4304 -2.7286 1.2479
H 0.2424 -1.9904 2.3047
H 1.2270 -1.4135 3.6615
H -0.2510 -0.5905 3.2991
H 0.8956 -4.0555 3.9481
H -0.0601 -4.1693 5.4265
H 1.2423 -2.9889 5.3285
H -1.4413 -0.9886 6.1263
H -3.1566 -0.5511 6.2670
H -2.3214 -0.2852 4.7550
H -2.1645 -3.3324 6.9333
H -3.5236 -4.0818 6.0768
H -3.8001 -2.6467 7.0533
```

Atomic partial charges in e from the Mulliken method, atoms 1 to 8: -1.247 0.120 -0.334 0.456 -0.480 -0.749 -0.216 -1.951